[1]
ORCA calculation (ωB97M-V with the def2-TZVPD basis set) on a 2-piece molecular cluster, C2H4O3PS overall.

Cartesian coordinates (Å):
S  1.87  -1.78  -0.02
P  1.03  0.47  -2.01
O  2.90  -1.76  -1.06
O  0.90  -2.90  0.02
O  2.36  -1.41  1.27
C  -0.80  0.46  0.76
C  1.00  -0.33  -0.57
H  2.23  0.07  -2.49
H  -0.87  -0.11  1.61
H  -0.44  1.39  1.02
H  -1.53  0.41  -0.15

Its charge is -1. Its expectation value of S² is 2.0255. As for the HOMO-LUMO gap (spin up / spin down): 6.7 / 7.2 eV. The spin multiplicity is 3. Its energy relative to the best compared isomer or geometry (same formula, charge and spin) is 325.1 kJ/mol.

[2]
ORCA calculation (ωB97M-V with the def2-TZVPD basis set) on one molecule with the formula C5H7N.

Cartesian coordinates (Å):
N  -0.18  0.64  0.81
C  -1.08  -0.39  0.27
C  -1.08  -0.60  -2.40
C  -1.08  -0.49  -1.20
C  1.09  0.88  0.14
C  1.05  0.18  1.44
H  -2.09  -0.15  0.61
H  -1.08  -0.68  -3.46
H  1.33  0.69  2.36
H  1.38  1.92  0.07
H  1.25  -0.90  1.43
H  -0.83  -1.38  0.68
H  1.31  0.28  -0.75

Its charge is 0. As for the HOMO-LUMO gap: 10.3 eV. As for the SMILES: C#CCN1CC1. The spin multiplicity is 1. Its energy relative to the best compared isomer or geometry (same formula, charge and spin) is 326.6 kJ/mol.

[3]
ORCA calculation (ωB97M-V with the def2-TZVPD basis set) on one molecule with the formula C3H7NO2.

Cartesian coordinates (Å):
O  0.15  -1.50  0.80
O  0.82  1.96  0.24
N  1.64  0.04  -0.57
C  0.81  0.74  0.21
C  -1.40  0.22  -0.44
C  -0.22  -0.14  0.80
H  -1.29  0.11  -1.58
H  -2.11  -0.51  -0.11
H  -0.36  0.11  1.90
H  -1.72  1.24  -0.27
H  2.37  0.64  -0.89
H  -0.49  -2.00  0.28
H  1.79  -0.92  -0.35

Its charge is 0. As for the HOMO-LUMO gap: 10.3 eV. As for the SMILES: C[C@@H](O)C(N)=O. The spin multiplicity is 1. Its energy relative to the best compared isomer or geometry (same formula, charge and spin) is 182.9 kJ/mol.

[4]
ORCA calculation (ωB97M-V with the def2-TZVPD basis set) on C11H37BClMnO12P as an isolated structure.

Cartesian coordinates (Å):
Mn  0.22  -2.38  0.11
Cl  0.63  -4.87  2.97
P  4.35  1.41  2.98
O  5.29  2.40  2.05
O  -3.15  2.98  -1.82
O  2.38  -3.86  -2.23
O  3.43  0.50  2.22
O  -6.96  -0.97  -0.69
O  5.42  0.69  4.02
O  -0.21  -4.82  -2.53
O  2.39  3.21  -3.25
O  -3.07  3.72  1.25
O  0.58  0.60  -2.91
O  -7.21  -3.11  1.57
O  3.58  2.40  3.96
C  6.35  1.43  4.86
C  2.15  -4.91  -3.22
C  2.66  1.87  -3.65
C  6.47  1.92  1.39
C  -7.56  -2.26  -0.77
C  2.71  1.97  5.00
C  -2.15  4.01  0.22
C  1.37  1.08  -4.04
C  0.65  -4.98  -3.61
C  -2.79  4.21  -1.17
C  -8.23  -2.69  0.59
B  -2.92  -1.00  1.48
H  5.93  1.44  5.87
H  -8.80  -1.85  1.01
H  2.56  -5.82  -2.77
H  -2.05  -0.60  1.98
H  1.69  0.18  -4.57
H  -8.93  -3.49  0.35
H  -6.10  -1.06  -0.28
H  -3.79  -0.83  2.10
H  -6.79  -2.94  -1.13
H  -6.63  -2.34  1.61
H  0.67  1.64  -4.67
H  -1.71  4.96  0.54
H  -8.26  -2.15  -1.59
H  -1.33  3.29  0.24
H  3.41  1.98  -4.43
H  6.49  2.41  0.42
H  2.82  -4.56  -4.01
H  -2.81  -2.04  1.20
H  -4.00  2.59  -1.61
H  1.68  2.32  4.89
H  -3.08  -0.48  0.55
H  -2.07  4.75  -1.80
H  3.30  -3.92  -1.95
H  7.36  2.09  2.00
H  2.63  0.89  5.12
H  -3.08  2.78  1.44
H  6.58  0.85  1.21
H  1.96  3.68  -3.97
H  7.30  0.89  4.88
H  -0.80  -5.58  -2.61
H  -3.61  4.93  -1.11
H  -0.15  1.22  -2.88
H  6.55  2.44  4.52
H  0.30  -4.17  -4.25
H  3.02  2.51  5.90
H  0.32  -5.85  -4.18
H  3.07  1.34  -2.78

Its charge is 0. Its expectation value of S² is 8.7816. As for the HOMO-LUMO gap (spin up / spin down): 4.7 / 4.8 eV. The spin multiplicity is 6.

[5]
ORCA calculation (ωB97M-V with the def2-TZVPD basis set) on one molecule with the formula C7H9NSe.

Cartesian coordinates (Å):
Se  1.06  1.62  -1.22
N  0.52  0.23  1.20
C  0.09  -0.62  2.06
C  0.20  0.18  -0.10
C  -0.75  -1.69  1.67
C  1.47  2.99  0.05
C  -0.91  -1.84  0.31
C  -0.82  -1.07  -2.07
C  -0.55  -0.95  -0.61
H  -1.45  -0.31  -2.55
H  0.11  -1.07  -2.52
H  0.57  3.54  0.28
H  0.40  -0.38  3.10
H  1.95  2.70  0.92
H  -1.09  -2.31  2.57
H  2.03  3.68  -0.58
H  -1.44  -2.71  -0.10
H  -1.37  -2.00  -2.42

Its charge is 0. As for the HOMO-LUMO gap: 8.9 eV. As for the SMILES: C[Se]c1ncccc1C. The spin multiplicity is 1. Its energy relative to the best compared isomer or geometry (same formula, charge and spin) is 5.5 kJ/mol.

[6]
ORCA calculation (ωB97M-V with the def2-TZVPD basis set) on C31H24Cl2N5O3ReSe2 as an isolated structure.

Cartesian coordinates (Å):
Re  -0.79  0.65  -0.79
Se  0.55  -0.77  3.02
Se  1.78  -2.26  1.71
Cl  0.08  0.34  -5.68
Cl  -3.78  4.08  -5.93
O  3.39  0.26  3.07
O  2.67  -3.56  6.01
O  -0.67  0.31  -2.75
N  0.38  -0.90  -0.67
N  -0.57  1.48  0.83
N  2.34  -4.95  -0.72
N  -2.36  1.78  -1.52
N  0.81  -3.30  -4.38
C  -3.14  2.82  -3.60
C  -4.78  2.65  3.11
C  2.13  4.74  1.88
C  2.81  -2.90  3.26
C  0.91  4.91  3.94
C  -2.70  3.68  2.48
C  -2.30  1.95  -2.88
C  1.30  3.71  1.48
C  -1.12  1.30  -4.89
C  -4.19  1.40  3.01
C  1.55  -1.28  4.66
C  1.92  5.36  3.11
C  2.94  -1.83  4.34
C  0.96  -3.13  -3.25
C  -1.32  1.13  -3.51
C  3.50  -2.50  5.61
C  -0.74  2.31  1.80
C  -3.39  2.38  -0.88
C  -4.03  3.79  2.85
C  -4.29  3.20  -1.52
C  1.80  -4.05  -1.22
C  -2.86  1.28  2.62
C  -2.86  2.96  -4.97
C  1.17  -2.99  -1.87
C  3.92  -0.69  3.94
C  0.75  -1.88  -1.22
C  0.24  3.28  2.28
C  -2.11  2.42  2.36
C  -4.17  3.47  -2.88
C  -1.85  2.24  -5.60
C  0.09  3.87  3.54
H  -4.84  4.15  -3.37
H  2.29  -3.77  3.67
H  0.76  5.37  4.91
H  4.83  -1.15  3.52
H  -5.08  3.65  -0.94
H  3.57  -1.75  6.41
H  -4.76  0.51  3.22
H  3.24  -0.13  2.20
H  -2.38  0.31  2.52
H  3.78  -3.21  2.88
H  2.53  6.20  3.40
H  3.05  -4.00  6.77
H  -5.82  2.74  3.39
H  -1.64  2.40  -6.64
H  4.52  -2.87  5.40
H  -3.46  2.21  0.18
H  4.20  -0.13  4.83
H  1.61  -0.39  5.28
H  -0.70  3.52  4.20
H  0.98  -2.05  5.17
H  -4.48  4.77  2.92
H  1.43  3.23  0.51
H  2.92  5.08  1.24
H  -2.12  4.56  2.25

Its charge is -1. Its expectation value of S² is 0.7858. As for the HOMO-LUMO gap (spin up / spin down): 5.1 / 4.9 eV. The spin multiplicity is 2. Its energy relative to the best compared isomer or geometry (same formula, charge and spin) is 33.1 kJ/mol.

no.,largest force on an atom (eV Å⁻¹)
1,4.503
2,0.481
3,2.226
4,4.997
5,4.243
6,2.277